Entry one
Formula: C3H7NO3
Source: the OMol25 dataset
Level of theory: wB97M-V/def2-TZVPD

Calculated values
E_HOMO (eV): -9.830
SMILES string: O=CCNC=O.O
Total charge: 0
LUMO (eV): 0.61

Last column: Mulliken charge in e.
Atoms and positions in Å:
1 O 2.5000 0.0708 0.4950  -0.46
2 C 1.3687 0.1366 0.9062  0.00
3 C 0.3790 1.1272 0.3744  -0.35
4 N -0.7272 0.4345 -0.2711  -0.09
5 C -2.0343 0.5687 0.1332  0.07
6 O -2.2393 1.2079 1.1560  -0.59
7 H 0.9105 -0.6643 1.5351  0.33
8 H 0.0262 1.6864 1.2626  0.30
9 H 0.7419 1.7620 -0.4192  0.28
10 H -0.5349 -0.2689 -0.9673  0.21
11 H -2.7166 0.0160 -0.5168  0.34
12 O 0.4420 -1.9974 -1.3459  -0.67
13 H 0.7946 -2.7792 -0.9311  0.31
14 H 1.0893 -1.3004 -1.4110  0.33

Entry two
Formula: C3H7NO3
Source: the OMol25 dataset
Level of theory: wB97M-V/def2-TZVPD

Calculated values
E_HOMO (eV): -10.622
SMILES string: CC(O)(O)O.C#N
Total charge: 0
LUMO (eV): 0.76

Last column: Mulliken charge in e.
Atoms and positions in Å:
1 C -0.5549 0.5955 -1.0821  -1.04
2 C 0.0206 0.6800 0.4585  0.61
3 O 0.0261 2.0147 0.7790  -0.53
4 O 1.3054 0.1458 0.4314  -0.44
5 O -0.7657 0.0018 1.3507  -0.55
6 H -0.0239 1.3833 -1.6175  0.33
7 H -1.6050 0.8584 -1.0031  0.27
8 H -0.4373 -0.3037 -1.6804  0.33
9 H -0.2714 2.1187 1.6924  0.34
10 H 1.8613 0.5556 1.1025  0.28
11 H -0.8857 -0.9481 1.0581  0.41
12 C 0.4378 -2.3327 -0.5415  0.18
13 N -0.3829 -2.5432 0.2317  -0.50
14 H 1.2755 -2.2261 -1.1797  0.33

Entry three
Formula: C3H7NO3
Source: the OMol25 dataset
Level of theory: wB97M-V/def2-TZVPD

Calculated values
E_HOMO (eV): -10.080
SMILES string: NCC=O.O=CO
Total charge: 0
LUMO (eV): 0.63

Last column: Mulliken charge in e.
Atoms and positions in Å:
1 N 0.6703 0.3096 -0.6858  -0.58
2 C 0.6484 -0.0355 0.7223  -0.50
3 C 1.9060 0.2888 1.4471  0.02
4 O 2.8303 0.8546 0.9635  -0.46
5 H 0.8022 1.3118 -0.7947  0.26
6 H 1.4687 -0.1180 -1.1328  0.26
7 H 0.4241 -1.0994 0.8425  0.34
8 H -0.1919 0.4792 1.2049  0.34
9 H 1.9143 -0.0614 2.4829  0.36
10 O -2.4546 -0.1727 0.2681  -0.52
11 C -2.4975 -0.4256 -0.9129  0.16
12 O -1.4823 -0.4528 -1.7341  -0.53
13 H -3.4501 -0.7501 -1.3814  0.35
14 H -0.5879 -0.1285 -1.2896  0.50

Entry four
Formula: C3H7NO3
Source: the OMol25 dataset
Level of theory: wB97M-V/def2-TZVPD

Calculated values
E_HOMO (eV): -10.214
SMILES string: [H]/N=C/O.CC(=O)O
Total charge: 0
LUMO (eV): 0.52

Last column: Mulliken charge in e.
Atoms and positions in Å:
1 H 0.4861 1.6406 -2.4757  0.25
2 N -0.3736 1.6754 -1.9213  -0.63
3 C -0.7907 0.4912 -1.6914  0.09
4 O -1.8858 0.3018 -0.9533  -0.49
5 H -0.3046 -0.4390 -2.0210  0.39
6 H -1.9715 -0.6291 -0.6758  0.38
7 C 0.4272 0.4428 1.6922  -0.91
8 C 0.4400 -0.8594 0.9593  0.74
9 O -0.5350 -1.5293 0.6491  -0.63
10 O 1.6805 -1.2703 0.6411  -0.45
11 H 1.3313 1.0147 1.4634  0.31
12 H 0.3686 0.2607 2.7669  0.30
13 H -0.4297 1.0370 1.3643  0.29
14 H 1.5574 -2.1371 0.2023  0.35

Top of the stability list: entry four, leading by 24.6 kJ/mol.